No. 1
{
  "formula": "C3H3NOS2",
  "method": "ωB97M-V/def2-TZVPD",
  "molar_mass_g_mol": 133.2,
  "total_energy_ha": -1042.28226,
  "orbital_gap_ha": [0.228, 0.233],
  "s2": 2.02,
  "homo_ha": [-0.2147, -0.3515],
  "relative_energy_kcal_mol": 48.3,
  "spin_multiplicity": 3,
  "symbols": ["C", "C", "C", "N", "O", "S", "S", "H", "H", "H"],
  "xyz": [[-1.5969, -0.4369, 0.9188], [-2.6858, -0.7921, -0.0952], [0.5260, -0.0718, -0.0412], [-0.3035, -0.4976, 0.8138], [-3.3090, -1.7526, -0.4553], [-2.5181, 0.9038, -0.1563], [2.1335, -0.7162, -0.1398], [-2.1322, -0.4262, 1.9494], [0.1489, 0.6364, -0.7099], [2.5489, -0.1947, -1.3080]],
  "atomic_forces_ev_per_a": [[-0.59, -1.49, 2.39], [-0.73, -0.63, -0.75], [3.53, 1.01, -4.08], [-3.40, -1.85, 5.46], [0.93, 1.23, 0.39], [-0.89, 0.83, -1.21], [-0.08, -0.24, 0.30], [1.48, -0.28, -1.34], [0.17, 1.37, -1.25], [-0.41, 0.06, 0.08]],
  "lowdin_spin": [0.12, 0.10, 0.52, 0.55, 0.06, 0.33, 0.26, 0.01, 0.04, 0.01]
}

No. 2
{
  "formula": "C3H3NS2",
  "method": "ωB97M-V/def2-TZVPD",
  "molar_mass_g_mol": 117.2,
  "total_energy_ha": -967.17021,
  "orbital_gap_ha": 0.274,
  "homo_ha": -0.3459,
  "smiles": "CSC(=S)C#N",
  "relative_energy_kcal_mol": 28.7,
  "spin_multiplicity": 1,
  "symbols": ["C", "C", "C", "N", "S", "S", "H", "H", "H"],
  "xyz": [[2.5452, -1.3095, -0.3116], [2.8775, 0.0007, -0.0746], [0.1229, 0.0395, 0.0614], [2.0974, -2.3616, -0.3394], [4.5807, 0.5577, -0.1101], [1.5684, 1.2018, 0.0867], [0.3825, -0.4641, -0.8284], [-0.8427, 0.7230, -0.0793], [-0.0893, -0.6589, 0.8866]],
  "atomic_forces_ev_per_a": [[-0.36, -0.98, 0.39], [3.90, 4.81, -0.17], [-1.91, 2.42, 0.14], [-0.15, -1.11, -0.33], [-4.14, -1.48, 0.16], [0.51, -1.82, 0.76], [-0.74, -0.93, -0.98], [2.19, -1.48, 0.11], [0.71, 0.57, -0.09]],
  "nbo_charge": [0.17, -0.35, -0.74, -0.22, 0.02, 0.40, 0.23, 0.25, 0.24]
}

No. 3
{
  "formula": "C3H3NS2",
  "method": "ωB97M-V/def2-TZVPD",
  "molar_mass_g_mol": 117.2,
  "total_energy_ha": -967.10325,
  "orbital_gap_ha": [0.281, 0.282],
  "homo_ha": [-0.3088, -0.3088],
  "relative_energy_kcal_mol": 70.7,
  "spin_multiplicity": 1,
  "symbols": ["C", "C", "C", "N", "S", "S", "H", "H", "H"],
  "xyz": [[-0.6228, 0.3599, 1.7868], [0.0155, -0.1709, -1.2284], [1.1698, 0.3437, -1.2627], [0.3349, 0.6583, 1.2511], [-1.4624, -1.8784, 0.5063], [-1.4814, -0.7380, -1.1279], [-1.3815, 0.0823, 2.5034], [1.9486, 0.1993, -1.8712], [1.4792, 1.1438, -0.5573]],
  "atomic_forces_ev_per_a": [[-1.00, -0.47, 1.87], [-2.09, -0.64, -0.33], [0.01, 2.55, 2.20], [0.81, 0.92, -0.08], [-0.66, -0.65, -0.73], [1.06, -0.02, 0.68], [0.17, 0.28, -0.54], [2.56, -1.50, -2.73], [-0.85, -0.47, -0.34]],
  "nbo_charge": [0.11, -0.11, -0.43, -0.41, -0.45, 0.52, 0.25, 0.23, 0.28]
}

No. 4
{
  "formula": "C3H3NS2",
  "method": "ωB97M-V/def2-TZVPD",
  "molar_mass_g_mol": 117.2,
  "total_energy_ha": -967.19718,
  "orbital_gap_ha": 0.316,
  "homo_ha": -0.3387,
  "smiles": "N#CCSC=S",
  "relative_energy_kcal_mol": 11.8,
  "spin_multiplicity": 1,
  "symbols": ["C", "C", "C", "H", "H", "H", "N", "S", "S"],
  "xyz": [[0.0994, -1.7178, -0.7877], [-0.1310, 0.6384, 0.9043], [-0.2746, 1.7047, -0.0466], [-0.3790, -2.6295, -1.1978], [-0.6455, 0.9652, 1.8632], [1.0119, 0.5330, 0.9851], [-0.3344, 2.6912, -0.6273], [1.5922, -1.3160, -1.3571], [-0.9390, -0.8692, 0.2639]],
  "atomic_forces_ev_per_a": [[1.51, 0.32, -1.13], [1.44, -0.34, 0.18], [-0.11, 1.15, 0.01], [-0.02, 0.54, 0.55], [0.78, -0.80, -1.07], [-1.69, -0.35, 0.39], [-0.10, -0.02, -0.43], [-1.01, -0.17, 0.66], [-0.80, -0.34, 0.84]],
  "nbo_charge": [-0.52, -0.67, 0.25, 0.24, 0.29, 0.30, -0.28, 0.01, 0.39]
}

No. 5
{
  "formula": "C3H3NS2",
  "method": "ωB97M-V/def2-TZVPD",
  "molar_mass_g_mol": 117.2,
  "total_energy_ha": -967.14448,
  "orbital_gap_ha": 0.315,
  "homo_ha": -0.3259,
  "smiles": "C#CC(=S)NS",
  "relative_energy_kcal_mol": 44.9,
  "spin_multiplicity": 1,
  "symbols": ["C", "C", "C", "H", "H", "H", "N", "S", "S"],
  "xyz": [[-0.6188, -0.0881, -0.0106], [-0.3087, 1.3587, 0.0583], [-0.0356, 2.5216, -0.0418], [2.4572, -0.4671, 1.1406], [0.2537, -1.8633, 0.1240], [0.3355, 3.4565, 0.1189], [0.4791, -0.9018, 0.0621], [2.1360, -0.4638, -0.1023], [-2.1748, -0.6341, -0.0136]],
  "atomic_forces_ev_per_a": [[0.24, 1.36, 0.70], [-0.30, -1.50, -0.79], [-0.44, -1.92, 0.45], [0.32, 0.04, 1.81], [-0.10, -1.01, -0.09], [0.53, 2.07, -0.04], [0.15, 1.05, -0.11], [-1.10, -0.16, -1.81], [0.70, 0.07, -0.12]],
  "nbo_charge": [0.03, -0.08, -0.14, 0.10, 0.41, 0.23, -0.71, 0.23, -0.06]
}

No. 6
{
  "formula": "C3H3NaO3Rb",
  "method": "ωB97M-V/def2-TZVPD",
  "molar_mass_g_mol": 195.5,
  "total_energy_ha": -528.05684,
  "orbital_gap_ha": [0.243, 0.112],
  "s2": 1.65,
  "homo_ha": [-0.2588, -0.1381],
  "relative_energy_kcal_mol": 0.0,
  "spin_multiplicity": 2,
  "symbols": ["O", "C", "C", "H", "H", "H", "Na", "O", "C", "O", "Rb"],
  "xyz": [[4.0228, -0.7564, 0.6515], [3.7341, -1.9123, 0.1606], [2.5487, -2.0994, -0.6831], [4.2813, -2.8127, 0.4923], [2.4908, -3.1153, -1.0878], [2.5122, -1.2937, -1.4355], [2.4804, 0.8103, 0.7229], [0.7877, -1.8805, 0.0642], [0.9663, -1.6730, 1.3540], [0.4880, -0.8582, 2.1786], [-2.8599, 0.0865, -0.4351]],
  "atomic_forces_ev_per_a": [[-0.08, -1.40, -0.80], [-1.71, 1.20, 0.40], [3.35, -0.34, -0.66], [-0.07, 0.38, -0.02], [-0.46, 0.43, 0.16], [-0.77, -0.35, 0.49], [-0.21, -0.42, 0.21], [-0.17, 1.08, 2.81], [-1.12, 1.21, -0.05], [0.97, -1.73, -2.61], [0.27, -0.06, 0.09]],
  "lowdin_spin": [0.24, 0.22, 0.31, 0.01, 0.01, 0.01, -0.14, 0.33, 0.48, 0.21, -0.68]
}